Below is the ion C22H44N3O with charge +1, with properties calculated with wB97M-V/def2-TZVPD.

Results
2S+1: 1
HOMO energy: -0.4355 Eh
energy: -1103.8416 hartree
Kohn-Sham gap: 0.3100 Eh
total charge: +1
LUMO energy: -0.126 Eh
SMILES string: [H]/N=C(/C)C[C@H]1C[C@@H]([C@H](C)CCC)[C@H](C[C@H](O)CN)[C@H](CCCC)[N@@H+]1C=C

Last column: natural (NBO) charge in e.
Cartesian coordinates (Å):
C1 -0.3680 -2.8173 2.6608  -0.358
C2 -0.9899 -2.2544 1.6070  -0.041
N1 -0.5715 -0.9706 1.0456  -0.461
C3 -1.4539 0.2187 1.3124  -0.040
C4 -2.1709 0.2275 2.6742  -0.503
C5 -3.6792 0.0047 2.5786  0.326
C6 -4.5941 1.0953 3.0998  -0.678
N2 -4.2201 -1.0474 2.1165  -0.593
C7 -0.6299 1.4939 1.0978  -0.424
C8 0.5513 1.3460 0.1025  -0.223
C9 1.9572 1.0418 0.7354  -0.235
C10 2.6846 -0.2104 0.2192  -0.616
C11 1.9881 1.0043 2.2721  -0.390
C12 3.4041 1.0452 2.8770  -0.394
C13 4.1636 2.3268 2.5513  -0.614
C14 0.0927 0.3637 -1.0108  -0.236
C15 -1.0148 1.0354 -1.8439  -0.441
C16 -0.5328 2.2424 -2.6507  0.095
O1 -1.6930 2.6114 -3.4143  -0.725
C17 0.6333 1.9037 -3.6086  -0.255
N3 1.8887 2.6068 -3.2823  -0.819
C18 -0.2757 -1.0418 -0.4478  -0.019
C19 -1.2709 -1.8363 -1.2811  -0.430
C20 -0.6211 -2.1477 -2.6494  -0.392
C21 0.4356 -3.2643 -2.5674  -0.407
C22 0.2482 -4.3554 -3.6266  -0.600
H1 -0.1976 -3.8873 2.6133  0.243
H2 -0.0966 -2.2803 3.5646  0.225
H3 -1.8321 -2.7669 1.1640  0.234
H4 0.3334 -0.7896 1.4879  0.475
H5 -2.2294 0.2059 0.5481  0.235
H6 -2.0537 1.2337 3.0747  0.235
H7 -1.7186 -0.4238 3.4231  0.245
H8 -4.0222 1.8938 3.5613  0.210
H9 -5.3012 0.6458 3.7913  0.255
H10 -5.1630 1.4612 2.2459  0.248
H11 -3.5101 -1.7114 1.8063  0.307
H12 -1.3316 2.1792 0.6190  0.236
H13 -0.3653 1.9728 2.0338  0.232
H14 0.6233 2.3296 -0.3522  0.235
H15 2.6135 1.8740 0.4735  0.226
H16 2.7259 -0.2912 -0.8642  0.222
H17 3.7161 -0.2239 0.5633  0.238
H18 2.2387 -1.1040 0.6697  0.175
H19 1.4829 1.8684 2.7052  0.209
H20 1.5089 0.1059 2.6920  0.170
H21 3.2503 1.0096 3.9585  0.211
H22 3.9732 0.1463 2.6425  0.202
H23 3.4956 3.1787 2.6984  0.203
H24 4.5048 2.3602 1.5173  0.204
H25 5.0129 2.4519 3.2179  0.231
H26 0.9035 0.1638 -1.7072  0.245
H27 -1.8782 1.3448 -1.2537  0.212
H28 -1.4271 0.3787 -2.6099  0.234
H29 -0.2991 3.1001 -2.0152  0.160
H30 -1.6234 3.5341 -3.6640  0.476
H31 0.3350 2.2430 -4.5963  0.224
H32 0.8351 0.8333 -3.6338  0.179
H33 1.9890 2.7040 -2.2781  0.337
H34 1.8451 3.5592 -3.6240  0.360
H35 0.6490 -1.6160 -0.4982  0.238
H36 -1.5087 -2.8121 -0.8671  0.222
H37 -2.2058 -1.2966 -1.4385  0.224
H38 -1.4427 -2.5297 -3.2609  0.224
H39 -0.2680 -1.2536 -3.1562  0.207
H40 0.3811 -3.7319 -1.5788  0.185
H41 1.4364 -2.8311 -2.6348  0.203
H42 1.1481 -4.9672 -3.6511  0.220
H43 -0.5892 -4.9951 -3.3567  0.209
H44 0.1001 -3.8883 -4.5978  0.212

Atoms 1-6, force components in eV/Å:
C -0.463 0.341 -0.605
C 0.567 -0.818 0.600
N -0.966 0.469 0.855
C -0.410 0.598 0.356
C -0.170 0.657 -0.068
C -0.293 -0.496 0.324